Density functional theory data (ωB97M-V/def2-TZVPD) for a cluster of 19 separate species, C114H160N29O33P5 in total at a distorted geometry.

The calculation puts the relative energy (zero: lowest compared OMol25 entry of this formula, charge and spin) at 12.7 kcal/mol. The calculation puts the gap between HOMO and LUMO at 6.1674 eV. The calculation puts the electronic energy at -10216.2832 Ha.

Last columns: bonded neighbours and bond lengths (Å).
Element x y z (Å)
1 C -4.2035 -3.4660 -3.4513  C2 1.426, C6 1.387, H10 1.080
2 C -4.5572 -3.7368 -4.8064  C1 1.426, C3 1.346, H11 1.080
3 C -5.3058 -2.8442 -5.4797  C2 1.346, C4 1.383, H12 1.080
4 C -5.9505 -1.8438 -4.7743  C3 1.383, C5 1.399, N7 1.538
5 C -5.6981 -1.6825 -3.4077  C4 1.399, C6 1.349, H13 1.080
6 C -4.7887 -2.4258 -2.7450  C1 1.387, C5 1.349, H14 1.080
7 N -6.7528 -0.8006 -5.5704  C4 1.538, O8 1.199, O9 1.270
8 O -7.2405 0.1324 -4.9974  N7 1.199
9 O -6.8502 -0.9485 -6.8282  N7 1.270
10 H -3.4168 -3.9320 -2.8765  C1 1.080
11 H -4.0205 -4.5486 -5.2747  C2 1.080
12 H -5.3741 -2.9016 -6.5560  C3 1.080
13 H -6.0844 -0.8041 -2.9120  C5 1.080
14 H -4.4878 -2.2705 -1.7195  C6 1.080
15 C 1.0227 2.8736 7.0552  C16 1.377, C20 1.340, H24 1.080
16 C -0.3345 2.9861 6.8506  C15 1.377, C17 1.386, H25 1.080
17 C -0.7413 3.0059 5.5259  C16 1.386, C18 1.373, H26 1.080
18 C 0.2001 3.1766 4.5416  C17 1.373, C19 1.411, N21 1.542
19 C 1.5928 3.1821 4.7685  C18 1.411, C20 1.420, H27 1.080
20 C 1.9763 2.9663 6.1188  C15 1.340, C19 1.420, H28 1.080
21 N -0.3386 3.2539 3.0985  C18 1.542, O22 1.220, O23 1.257
22 O -1.5520 3.2231 2.9781  N21 1.220
23 O 0.4346 3.4385 2.1253  N21 1.257
24 H 1.3313 2.6455 8.0647  C15 1.080
25 H -0.9882 2.8413 7.6980  C16 1.080
26 H -1.7943 2.9453 5.2940  C17 1.080
27 H 2.3605 3.3345 4.0243  C19 1.080
28 H 2.9411 2.8329 6.5856  C20 1.080
29 C -1.4173 1.4126 -6.1879  C30 1.394, C34 1.313, H38 1.080
30 C -2.7113 1.8347 -6.4881  C29 1.394, C31 1.381, H39 1.080
31 C -3.6140 2.1077 -5.4799  C30 1.381, C32 1.409, H40 1.080
32 C -3.2013 1.8687 -4.1542  C31 1.409, C33 1.383, N35 1.494
33 C -1.9012 1.4841 -3.8806  C32 1.383, C34 1.440, H41 1.080
34 C -1.0056 1.1745 -4.9646  C29 1.313, C33 1.440, H42 1.080
35 N -4.1138 2.2715 -3.0425  C32 1.494, O36 1.210, O37 1.229
36 O -3.8362 1.8197 -1.9547  N35 1.210
37 O -5.0713 2.9900 -3.3197  N35 1.229
38 H -0.6665 1.1605 -6.9222  C29 1.080
39 H -2.9170 2.0207 -7.5318  C30 1.080
40 H -4.6042 2.4372 -5.7582  C31 1.080
41 H -1.5440 1.3195 -2.8747  C33 1.080
42 H -0.0478 0.7412 -4.7172  C34 1.080
43 C -9.5103 -7.1703 -0.2928  C44 1.420, C48 1.421, H52 1.080
44 C -8.5851 -7.1751 0.7846  C43 1.420, C45 1.399, H53 1.080
45 C -7.2421 -6.9435 0.4699  C44 1.399, C46 1.423, H54 1.080
46 C -6.9042 -6.7213 -0.8945  C45 1.423, C47 1.414, N49 1.445
47 C -7.8611 -6.7334 -1.9359  C46 1.414, C48 1.381, H55 1.080
48 C -9.1742 -7.0696 -1.6697  C43 1.421, C47 1.381, H56 1.080
49 N -5.5413 -6.4949 -1.3169  C46 1.445, O50 1.217, O51 1.185
50 O -5.1010 -7.2289 -2.1822  N49 1.217
51 O -4.9094 -5.6816 -0.7303  N49 1.185
52 H -10.5237 -7.4043 -0.0016  C43 1.080
53 H -9.0119 -7.5116 1.7179  C44 1.080
54 H -6.4818 -6.9949 1.2352  C45 1.080
55 H -7.5928 -6.5254 -2.9611  C47 1.080
56 H -9.8987 -7.1012 -2.4700  C48 1.080
57 C 0.6540 1.8382 -0.2764  C58 1.401, C62 1.392, H66 1.080
58 C 1.5642 0.8180 -0.5810  C57 1.401, C59 1.402, H67 1.080
59 C 1.1374 -0.5165 -0.5188  C58 1.402, C60 1.384, H68 1.080
60 C -0.1543 -0.7970 -0.1078  C59 1.384, C61 1.376, N63 1.496
61 C -1.0079 0.2364 0.2024  C60 1.376, C62 1.365, H69 1.080
62 C -0.6438 1.5500 0.1376  C57 1.392, C61 1.365, H70 1.080
63 N -0.6776 -2.1983 -0.1089  C60 1.496, O64 1.233, O65 1.217
64 O -1.8865 -2.4314 -0.0530  N63 1.233
65 O 0.0824 -3.1440 -0.2093  N63 1.217
66 H 0.9107 2.8698 -0.4668  C57 1.080
67 H 2.5725 0.9983 -0.9234  C58 1.080
68 H 1.7354 -1.3457 -0.8672  C59 1.080
69 H -2.0407 -0.0089 0.4015  C61 1.080
70 H -1.3062 2.3124 0.5203  C62 1.080
71 C -1.4551 -3.6150 -8.0643  C72 1.423, C76 1.444, H80 1.080
72 C -0.4573 -4.1959 -7.2318  C71 1.423, C73 1.388, H81 1.080
73 C -0.2870 -3.7592 -5.9255  C72 1.388, C74 1.368, H82 1.080
74 C -1.0041 -2.7212 -5.3977  C73 1.368, C75 1.382, N77 1.500
75 C -1.9477 -2.0967 -6.1908  C74 1.382, C76 1.426, H83 1.080
76 C -2.2201 -2.5143 -7.5267  C71 1.444, C75 1.426, H84 1.080
77 N -0.8650 -2.2573 -3.9782  C74 1.500, O78 1.189, O79 1.213
78 O -0.0094 -2.7781 -3.3379  N77 1.189
79 O -1.5595 -1.3548 -3.5604  N77 1.213
80 H -1.4557 -3.9225 -9.0996  C71 1.080
81 H 0.2099 -4.9904 -7.5320  C72 1.080
82 H 0.3742 -4.2554 -5.2306  C73 1.080
83 H -2.5976 -1.3179 -5.8199  C75 1.080
84 H -3.0260 -2.0750 -8.0959  C76 1.080
85 C 4.3545 -3.0054 -0.9231  C86 1.426, C90 1.368, H94 1.080
86 C 3.5836 -3.4152 0.2047  C85 1.426, C87 1.392, H95 1.080
87 C 4.2217 -4.1009 1.2341  C86 1.392, C88 1.430, H96 1.080
88 C 5.6356 -4.3125 1.2028  C87 1.430, C89 1.385, N91 1.425
89 C 6.3697 -3.8375 0.1293  C88 1.385, C90 1.386, H97 1.080
90 C 5.7107 -3.1813 -0.8986  C85 1.368, C89 1.386, H98 1.080
91 N 6.3051 -4.9848 2.2660  C88 1.425, O92 1.243, O93 1.275
92 O 5.6778 -5.3192 3.2859  N91 1.243
93 O 7.5131 -5.3579 2.1044  N91 1.275
94 H 3.8753 -2.5256 -1.7637  C85 1.080
95 H 2.5142 -3.3787 0.0581  C86 1.080
96 H 3.6595 -4.4182 2.0999  C87 1.080
97 H 7.4400 -3.9667 0.1944  C89 1.080
98 H 6.2289 -2.7463 -1.7404  C90 1.080
99 C -4.3909 0.1407 2.9405  C100 1.392, C104 1.402, H108 1.080
100 C -5.5473 -0.5944 2.6926  C99 1.392, C101 1.392, H109 1.080
101 C -5.4241 -1.9810 2.7077  C100 1.392, C102 1.435, H110 1.080
102 C -4.2150 -2.7090 2.9684  C101 1.435, C103 1.404, N105 1.454
103 C -3.0894 -1.8982 3.1863  C102 1.404, C104 1.389, H111 1.080
104 C -3.1587 -0.5163 3.0635  C99 1.402, C103 1.389, H112 1.080
105 N -4.1233 -4.1601 2.9904  C102 1.454, O106 1.244, O107 1.241
106 O -3.0186 -4.6815 3.2232  N105 1.244
107 O -5.1826 -4.7418 2.7073  N105 1.241
108 H -4.4505 1.2126 2.8223  C99 1.080
109 H -6.5129 -0.1338 2.5445  C100 1.080
110 H -6.3132 -2.5411 2.4585  C101 1.080
111 H -2.1208 -2.3645 3.2891  C103 1.080
112 H -2.2084 -0.0034 3.0491  C104 1.080
113 C 8.7835 -1.1818 -2.6744  C114 1.397, C118 1.392, H122 1.080
114 C 7.5818 -0.6412 -3.1396  C113 1.397, C115 1.411, H123 1.080
115 C 6.8598 0.2494 -2.3175  C114 1.411, C116 1.473, H124 1.080
116 C 7.3397 0.5268 -0.9530  C115 1.473, C117 1.378, N119 1.489
117 C 8.5413 -0.0364 -0.5819  C116 1.378, C118 1.376, H125 1.080
118 C 9.2884 -0.8242 -1.4277  C113 1.392, C117 1.376, H126 1.080
119 N 6.5145 1.4297 -0.1038  C116 1.489, O120 1.234, O121 1.221
120 O 5.3921 1.7514 -0.5030  N119 1.234
121 O 7.0585 1.9835 0.8381  N119 1.221
122 H 9.3011 -1.8782 -3.3175  C113 1.080
123 H 7.1440 -0.8694 -4.1001  C114 1.080
124 H 5.9311 0.7013 -2.6330  C115 1.080
125 H 8.8468 0.2840 0.4031  C117 1.080
126 H 10.2225 -1.1488 -0.9936  C118 1.080
127 C 4.6776 4.2084 -4.1977  C128 1.376, C132 1.374, H136 1.080
128 C 3.4304 3.9432 -3.6804  C127 1.376, C129 1.412, H137 1.080
129 C 3.0506 2.5847 -3.6238  C128 1.412, C130 1.398, H138 1.080
130 C 3.8638 1.5644 -4.1247  C129 1.398, C131 1.422, N133 1.530
131 C 5.0973 1.9234 -4.7339  C130 1.422, C132 1.413, H139 1.080
132 C 5.4979 3.2778 -4.7872  C127 1.374, C131 1.413, H140 1.080
133 N 3.5258 0.0726 -4.0864  C130 1.530, O134 1.271, O135 1.219
134 O 4.0737 -0.7572 -4.8773  N133 1.271
135 O 2.6800 -0.3744 -3.3316  N133 1.219
136 H 5.0373 5.2152 -4.0446  C127 1.080
137 H 2.7950 4.7098 -3.2621  C128 1.080
138 H 2.0460 2.3462 -3.3070  C129 1.080
139 H 5.8181 1.2181 -5.1204  C131 1.080
140 H 6.4633 3.6098 -5.1395  C132 1.080
141 C -4.3924 5.8018 0.6962  C142 1.402, C146 1.411, H150 1.080
142 C -5.6174 6.4814 0.7374  C141 1.402, C143 1.420, H151 1.080
143 C -6.8035 5.7107 0.8623  C142 1.420, C144 1.381, H152 1.080
144 C -6.7955 4.3412 1.0425  C143 1.381, C145 1.377, N147 1.461
145 C -5.5777 3.7010 0.9791  C144 1.377, C146 1.390, H153 1.080
146 C -4.3951 4.3920 0.7445  C141 1.411, C145 1.390, H154 1.080
147 N -8.0209 3.5762 1.2612  C144 1.461, O148 1.233, O149 1.219
148 O -9.0451 4.0373 0.7517  N147 1.233
149 O -7.9242 2.5014 1.8275  N147 1.219
150 H -3.4110 6.2252 0.5410  C141 1.080
151 H -5.5374 7.5451 0.5687  C142 1.080
152 H -7.7552 6.1829 0.6682  C143 1.080
153 H -5.3929 2.6596 1.1978  C145 1.080
154 H -3.5388 3.7700 0.5298  C146 1.080
155 C 7.1809 0.2709 4.5856  C156 1.412, C160 1.419, H164 1.080
156 C 7.0839 -0.3558 3.3238  C155 1.412, C157 1.409, H165 1.080
157 C 5.7923 -0.5259 2.7862  C156 1.409, C158 1.402, H166 1.080
158 C 4.6846 0.1571 3.3089  C157 1.402, C159 1.356, N161 1.473
159 C 4.8628 0.9582 4.3888  C158 1.356, C160 1.391, H167 1.080
160 C 6.0478 0.9392 5.1178  C155 1.419, C159 1.391, H168 1.080
161 N 3.5687 0.4464 2.3923  C158 1.473, O162 1.225, O163 1.260
162 O 3.5598 -0.1597 1.3277  N161 1.225
163 O 2.7391 1.3136 2.7775  N161 1.260
164 H 8.2054 0.3515 4.9179  C155 1.080
165 H 7.9242 -0.8469 2.8557  C156 1.080
166 H 5.7064 -0.9866 1.8132  C157 1.080
167 H 4.0385 1.5395 4.7749  C159 1.080
168 H 6.2525 1.5679 5.9718  C160 1.080
169 C 1.2032 -2.2197 3.5331  C170 1.384, C174 1.336, H178 1.080
170 C 0.7137 -0.9825 3.9121  C169 1.384, C171 1.409, H179 1.080
171 C 0.2265 -0.9101 5.2321  C170 1.409, C172 1.425, H180 1.080
172 C 0.1817 -2.0753 6.0512  C171 1.425, C173 1.383, N175 1.465
173 C 0.5482 -3.2983 5.5210  C172 1.383, C174 1.373, H181 1.080
174 C 1.0842 -3.3364 4.2577  C169 1.336, C173 1.373, H182 1.080
175 N -0.5767 -1.9743 7.3009  C172 1.465, O176 1.199, O177 1.218
176 O -1.0685 -3.0015 7.6764  N175 1.199
177 O -0.6449 -0.9581 7.9687  N175 1.218
178 H 1.6577 -2.3357 2.5603  C169 1.080
179 H 0.7530 -0.2037 3.1648  C170 1.080
180 H -0.1634 -0.0204 5.7042  C171 1.080
181 H 0.4068 -4.1851 6.1209  C173 1.080
182 H 1.4403 -4.2729 3.8543  C174 1.080
183 C -2.6829 -8.2551 -0.0939  C184 1.350, C188 1.407, H192 1.080
184 C -2.8602 -7.3573 0.8985  C183 1.350, C185 1.389, H193 1.080
185 C -3.5763 -7.7894 2.0072  C184 1.389, C186 1.362, H194 1.080
186 C -3.9633 -9.0743 2.2426  C185 1.362, C187 1.420, N189 1.488
187 C -3.6732 -10.0063 1.2117  C186 1.420, C188 1.411, H195 1.080
188 C -3.0362 -9.6121 0.0154  C183 1.407, C187 1.411, H196 1.080
189 N -4.7725 -9.4236 3.4418  C186 1.488, O190 1.243, O191 1.205
190 O -5.0261 -8.5353 4.2733  N189 1.243
191 O -5.1339 -10.5659 3.5716  N189 1.205
192 H -2.2227 -7.9163 -1.0104  C183 1.080
193 H -2.4880 -6.3478 0.8053  C184 1.080
194 H -3.8514 -6.9628 2.6455  C185 1.080
195 H -3.9432 -11.0513 1.2498  C187 1.080
196 H -2.8941 -10.2673 -0.8313  C188 1.080
197 O 2.0086 -9.3721 5.2912  P198 1.478
198 P 1.4365 -8.8104 4.0501  O197 1.478, N199 1.688, N202 1.722, N205 1.743
199 N 0.4862 -7.4208 4.1684  P198 1.688, C200 1.475, C201 1.456
200 C -0.0727 -7.0499 5.4819  N199 1.475, H208 1.090, H209 1.090, H210 1.090
201 C -0.1342 -6.8291 2.9914  N199 1.456, H211 1.090, H212 1.090, H213 1.090
202 N 0.2609 -9.8713 3.3739  P198 1.722, C203 1.444, C204 1.420
203 C -0.1174 -9.8787 1.9799  N202 1.444, H214 1.090, H215 1.090, H216 1.090
204 C -0.7394 -10.4648 4.1891  N202 1.420, H217 1.090, H218 1.090, H219 1.090
205 N 2.6361 -8.5885 2.8050  P198 1.743, C206 1.490, C207 1.462
206 C 3.2698 -9.6736 2.0045  N205 1.490, H220 1.090, H221 1.090, H222 1.090
207 C 3.4615 -7.3891 2.9357  N205 1.462, H223 1.090, H224 1.090, H225 1.090
208 H 0.6173 -6.6005 6.1960  C200 1.090
209 H -0.5379 -7.9237 5.9381  C200 1.090
210 H -0.8879 -6.3815 5.2046  C200 1.090
211 H 0.2190 -7.2966 2.0723  C201 1.090
212 H 0.1035 -5.7674 2.9243  C201 1.090
213 H -1.2021 -7.0303 3.0769  C201 1.090
214 H -0.1572 -10.8928 1.5823  C203 1.090
215 H -1.0047 -9.2633 1.8316  C203 1.090
216 H 0.6506 -9.3822 1.3868  C203 1.090
217 H -1.6750 -10.6099 3.6489  C204 1.090
218 H -0.4956 -11.4898 4.4687  C204 1.090
219 H -0.8838 -9.8216 5.0571  C204 1.090
220 H 2.6323 -10.5562 1.9525  C206 1.090
221 H 3.5609 -9.3230 1.0144  C206 1.090
222 H 4.0900 -10.1070 2.5769  C206 1.090
223 H 2.9771 -6.4549 2.6517  C207 1.090
224 H 4.4123 -7.4566 2.4069  C207 1.090
225 H 3.7320 -7.1765 3.9700  C207 1.090
226 O 3.9544 8.2781 1.3963  P227 1.477
227 P 4.1902 7.3196 2.4949  O226 1.477, N228 1.735, N231 1.718, N234 1.713
228 N 4.0581 5.6630 1.9964  P227 1.735, C229 1.482, C230 1.458
229 C 2.7229 5.4150 1.4033  N228 1.482, H237 1.090, H238 1.090, H239 1.090
230 C 5.2016 4.9038 1.5033  N228 1.458, H240 1.090, H241 1.090, H242 1.090
231 N 3.1306 7.4981 3.8354  P227 1.718, C232 1.472, C233 1.462
232 C 2.6496 8.8627 4.1091  N231 1.472, H243 1.090, H244 1.090, H245 1.090
233 C 2.9033 6.5277 4.9047  N231 1.462, H246 1.090, H247 1.090, H248 1.090
234 N 5.7338 7.4889 3.2188  P227 1.713, C235 1.493, C236 1.478
235 C 6.1824 6.5781 4.3131  N234 1.493, H249 1.090, H250 1.090, H251 1.090
236 C 6.4589 8.7704 3.0888  N234 1.478, H252 1.090, H253 1.090, H254 1.090
237 H 2.5295 6.1546 0.6264  C229 1.090
238 H 2.0493 5.5030 2.2557  C229 1.090
239 H 2.6170 4.4134 0.9865  C229 1.090
240 H 6.0692 5.4753 1.1734  C230 1.090
241 H 4.9287 4.3025 0.6361  C230 1.090
242 H 5.6147 4.1946 2.2206  C230 1.090
243 H 2.2708 9.2766 3.1747  C232 1.090
244 H 1.8281 8.8373 4.8250  C232 1.090
245 H 3.4690 9.4763 4.4835  C232 1.090
246 H 3.1420 7.0220 5.8464  C233 1.090
247 H 1.8723 6.1741 4.9148  C233 1.090
248 H 3.6219 5.7747 4.5813  C233 1.090
249 H 7.2701 6.5132 4.3401  C235 1.090
250 H 5.7473 7.0391 5.1998  C235 1.090
251 H 5.7865 5.5627 4.2961  C235 1.090
252 H 7.4765 8.6358 3.4556  C236 1.090
253 H 5.9020 9.5912 3.5407  C236 1.090
254 H 6.6381 8.9805 2.0344  C236 1.090
255 O 0.5310 6.0458 -3.6174  P256 1.456
256 P -0.5795 6.9090 -3.9937  O255 1.456, N257 1.763, N260 1.731, N263 1.759
257 N -1.8913 6.9914 -2.8191  P256 1.763, C258 1.475, C259 1.482
258 C -1.6993 6.2454 -1.5613  N257 1.475, H266 1.090, H267 1.090, H268 1.090
259 C -3.0140 7.9548 -2.8994  N257 1.482, H269 1.090, H270 1.090, H271 1.090
260 N -1.4041 6.4049 -5.4302  P256 1.731, C261 1.403, C262 1.499
261 C -2.3800 5.4046 -5.3035  N260 1.403, H272 1.090, H273 1.090, H274 1.090
262 C -0.5089 6.2820 -6.6259  N260 1.499, H275 1.090, H276 1.090, H277 1.090
263 N -0.2579 8.6235 -4.2206  P256 1.759, C264 1.452, C265 1.525
264 C -0.9900 9.4282 -5.1821  N263 1.452, H278 1.090, H279 1.090, H280 1.090
265 C 0.6721 9.4902 -3.3784  N263 1.525, H281 1.090, H282 1.090, H283 1.090
266 H -1.3082 7.0186 -0.9000  C258 1.090
267 H -1.0054 5.4118 -1.6691  C258 1.090
268 H -2.6442 5.8247 -1.2174  C258 1.090
269 H -3.0466 8.2408 -3.9507  C259 1.090
270 H -2.8547 8.9362 -2.4528  C259 1.090
271 H -3.9053 7.5323 -2.4355  C259 1.090
272 H -3.2224 5.6078 -4.6423  C261 1.090
273 H -2.9492 5.2827 -6.2250  C261 1.090
274 H -1.9513 4.4454 -5.0131  C261 1.090
275 H -1.0849 6.3033 -7.5510  C262 1.090
276 H 0.3064 7.0053 -6.6277  C262 1.090
277 H 0.0400 5.3407 -6.6556  C262 1.090
278 H -0.3320 9.9593 -5.8699  C264 1.090
279 H -1.7825 8.9420 -5.7510  C264 1.090
280 H -1.5031 10.2414 -4.6686  C264 1.090
281 H 0.1687 10.4455 -3.2301  C265 1.090
282 H 1.6383 9.6587 -3.8541  C265 1.090
283 H 0.7271 9.0188 -2.3971  C265 1.090
284 O 0.6587 -9.2814 -2.1153  P285 1.505
285 P 0.8370 -7.8927 -2.6677  O284 1.505, N286 1.676, N289 1.703, N292 1.731
286 N 1.8372 -7.7329 -4.0035  P285 1.676, C287 1.441, C288 1.492
287 C 2.2767 -8.8912 -4.7404  N286 1.441, H295 1.090, H296 1.090, H297 1.090
288 C 1.7472 -6.5347 -4.8887  N286 1.492, H298 1.090, H299 1.090, H300 1.090
289 N 1.4394 -6.7431 -1.5649  P285 1.703, C290 1.445, C291 1.440
290 C 0.7766 -6.6092 -0.2882  N289 1.445, H301 1.090, H302 1.090, H303 1.090
291 C 2.8505 -6.5728 -1.3366  N289 1.440, H304 1.090, H305 1.090, H306 1.090
292 N -0.6061 -7.3250 -3.4364  P285 1.731, C293 1.459, C294 1.471
293 C -1.0454 -5.9475 -3.2378  N292 1.459, H307 1.090, H308 1.090, H309 1.090
294 C -1.4586 -8.2232 -4.2298  N292 1.471, H310 1.090, H311 1.090, H312 1.090
295 H 3.0635 -8.6894 -5.4672  C287 1.090
296 H 1.3745 -9.3556 -5.1385  C287 1.090
297 H 2.6846 -9.5935 -4.0134  C287 1.090
298 H 2.6571 -6.3412 -5.4568  C288 1.090
299 H 1.5796 -5.5988 -4.3555  C288 1.090
300 H 0.9082 -6.7838 -5.5384  C288 1.090
301 H 1.1627 -5.7212 0.2122  C290 1.090
302 H -0.2905 -6.4268 -0.4158  C290 1.090
303 H 0.9611 -7.5307 0.2641  C290 1.090
304 H 3.2088 -7.3933 -0.7149  C291 1.090
305 H 3.4177 -6.6107 -2.2666  C291 1.090
306 H 3.2088 -5.6638 -0.8534  C291 1.090
307 H -1.7057 -5.9721 -2.3709  C293 1.090
308 H -0.2501 -5.2258 -3.0516  C293 1.090
309 H -1.5412 -5.5602 -4.1279  C293 1.090
310 H -1.2804 -7.9121 -5.2592  C294 1.090
311 H -2.5211 -8.1597 -3.9948  C294 1.090
312 H -1.2669 -9.2934 -4.1513  C294 1.090
313 O -0.3021 10.0478 3.4883  P314 1.480
314 P -1.1644 9.8164 2.3079  O313 1.480, N315 1.721, N318 1.755, N321 1.704
315 N -2.8430 10.0250 2.6241  P314 1.721, C316 1.458, C317 1.430
316 C -3.9184 9.6497 1.7133  N315 1.458, H324 1.090, H325 1.090, H326 1.090
317 C -3.2634 10.7736 3.7680  N315 1.430, H327 1.090, H328 1.090, H329 1.090
318 N -1.0057 8.1118 1.9198  P314 1.755, C319 1.417, C320 1.407
319 C -1.6362 7.1657 2.7659  N318 1.417, H330 1.090, H331 1.090, H332 1.090
320 C 0.2499 7.6104 1.5310  N318 1.407, H333 1.090, H334 1.090, H335 1.090
321 N -0.8530 10.5909 0.8230  P314 1.704, C322 1.462, C323 1.444
322 C -1.2788 9.9550 -0.4226  N321 1.462, H336 1.090, H337 1.090, H338 1.090
323 C 0.4441 11.2098 0.6793  N321 1.444, H339 1.090, H340 1.090, H341 1.090
324 H -4.8578 9.4539 2.2304  C316 1.090
325 H -3.6115 8.7065 1.2613  C316 1.090
326 H -4.0586 10.4107 0.9457  C316 1.090
327 H -3.7127 10.1502 4.5411  C317 1.090
328 H -3.9832 11.5235 3.4398  C317 1.090
329 H -2.3839 11.1863 4.2621  C317 1.090
330 H -1.7042 6.1756 2.3152  C319 1.090
331 H -0.9487 7.0784 3.6073  C319 1.090
332 H -2.6281 7.5342 3.0275  C319 1.090
333 H 0.1787 6.5708 1.2113  C320 1.090
334 H 0.5925 8.1377 0.6408  C320 1.090
335 H 1.0077 7.8173 2.2867  C320 1.090
336 H -1.1578 10.7270 -1.1826  C322 1.090
337 H -0.6224 9.1065 -0.6157  C322 1.090
338 H -2.3178 9.6451 -0.3106  C322 1.090
339 H 0.6423 11.5907 1.6811  C323 1.090
340 H 0.4871 12.0961 0.0462  C323 1.090
341 H 1.2277 10.5044 0.4030  C323 1.090